Model P:
C6H10N2O | wB97M-V/def2-TZVPD

Positions of all 19 atoms, in Å:
1 H -3.583 0.056 -0.412
2 N -2.620 0.396 -0.440
3 C -1.735 -0.408 -0.065
4 C -1.924 -1.858 0.252
5 N -0.203 0.350 0.238
6 C -0.216 1.744 -0.163
7 C 0.741 -0.533 0.072
8 O 0.874 -1.712 -0.039
9 C 2.236 0.401 0.460
10 C 3.330 0.369 -0.285
11 H -1.489 -2.095 1.221
12 H -1.422 -2.480 -0.487
13 H -2.989 -2.109 0.256
14 H -1.255 1.993 -0.380
15 H 0.366 1.918 -1.068
16 H 0.148 2.360 0.658
17 H 2.238 0.907 1.418
18 H 3.243 -0.142 -1.242
19 H 4.261 0.841 0.007

As for the LUMO energy: 0.87 eV. Its SMILES is [H]/N=C(\C)N(C)C(=O)C=C. For the HOMO-LUMO gap, the calculation gives 9.965 eV. For the molar mass, the calculation gives 126.16 g mol⁻¹.

Löwdin population analysis, charges in e, atoms 1 to 2: 0.0771 0.1216

Model Q:
C6H10N2O | wB97M-V/def2-TZVPD

Positions of all 19 atoms, in Å:
1 C -0.821 -0.459 1.580
2 N -1.483 -0.438 0.531
3 N -0.773 0.248 -0.372
4 C 0.434 -0.219 -1.060
5 C -0.255 0.300 -2.439
6 C -1.452 0.679 -1.764
7 C 0.542 0.034 1.808
8 C 1.774 -0.628 2.366
9 O 0.983 0.508 3.074
10 H -1.509 -0.697 2.389
11 H 1.394 0.458 -1.000
12 H 0.806 -1.154 -0.696
13 H -0.373 -0.305 -3.496
14 H 0.164 1.240 -2.759
15 H -2.304 -0.076 -1.911
16 H -1.995 1.675 -1.876
17 H 0.529 0.974 1.031
18 H 1.725 -1.783 2.801
19 H 2.612 -0.355 1.792

As for the LUMO energy: 0.89 eV. Its SMILES is C(=N/N1CCC1)/[C@@H]1CO1. For the HOMO-LUMO gap, the calculation gives 9.046 eV. For the molar mass, the calculation gives 126.16 g mol⁻¹.

Löwdin population analysis, charges in e, atoms 1 to 2: -0.1617 0.0586

Energies relative to the minimum, kJ/mol: model P 0.0; model Q 414.2

Model P:
C6H10N2O | wB97M-V/def2-TZVPD

Positions of all 19 atoms, in Å:
1 C -1.218 0.900 -1.462
2 C -0.500 2.091 -1.471
3 N 0.834 2.117 -1.598
4 C 1.431 0.924 -1.715
5 N 0.844 -0.279 -1.719
6 C -0.490 -0.277 -1.591
7 H -2.311 0.890 -1.358
8 H -1.002 3.062 -1.374
9 H 2.524 0.934 -1.819
10 H -0.984 -1.258 -1.593
11 C -0.115 0.112 1.957
12 O -0.736 -1.106 1.596
13 C 0.218 -2.145 1.515
14 H -0.898 0.887 2.006
15 H 0.639 0.420 1.213
16 H 0.373 0.042 2.944
17 H 0.986 -1.933 0.752
18 H 0.721 -2.311 2.483
19 H -0.314 -3.069 1.232

As for the LUMO energy: 0.71 eV. Its SMILES is c1cncnc1.COC. For the HOMO-LUMO gap, the calculation gives 10.557 eV. For the molar mass, the calculation gives 126.16 g mol⁻¹.

Löwdin population analysis, charges in e, atoms 1 to 2: -0.0599 -0.1429

Model Q:
C6H10N2O | wB97M-V/def2-TZVPD

Positions of all 19 atoms, in Å:
1 C 0.989 -0.286 -1.754
2 C 0.164 0.761 -1.015
3 C -1.216 0.195 -0.798
4 C -1.656 -0.515 0.217
5 C -0.921 -0.439 1.556
6 N 0.409 0.000 1.215
7 N 1.505 -0.714 1.541
8 O 1.365 -1.707 2.191
9 C 0.726 1.163 0.380
10 H 2.018 0.064 -1.989
11 H 0.544 -0.546 -2.737
12 H 0.970 -1.232 -1.229
13 H 0.084 1.712 -1.603
14 H -1.920 0.328 -1.640
15 H -2.618 -1.006 0.148
16 H -0.799 -1.405 2.015
17 H -1.500 0.324 2.151
18 H 1.760 1.317 0.506
19 H 0.095 1.987 0.844

As for the LUMO energy: 0.84 eV. Its SMILES is C[C@H]1C=CCN(N=O)C1. For the HOMO-LUMO gap, the calculation gives 9.845 eV. For the molar mass, the calculation gives 126.16 g mol⁻¹.

Löwdin population analysis, charges in e, atoms 1 to 2: -0.0704 -0.3490

Energies relative to the minimum, kJ/mol: model P 0.0; model Q 193.7

Model P:
C6H10N2O | wB97M-V/def2-TZVPD

Positions of all 19 atoms, in Å:
1 C 0.294 1.492 0.043
2 C 0.549 0.509 -1.350
3 C 1.738 -0.203 -0.795
4 C 1.361 -0.622 0.434
5 C 0.014 -0.072 0.489
6 C -0.549 -0.261 -0.886
7 H -0.871 2.744 1.394
8 H -1.917 1.022 0.518
9 H 1.316 1.879 0.518
10 H 0.700 0.809 -2.412
11 H 2.601 -0.334 -1.147
12 H 1.917 -1.236 1.179
13 H -2.314 -0.896 1.111
14 H -0.204 -2.112 2.393
15 H -1.691 0.060 -0.947
16 H -0.160 -2.435 -1.024
17 N -1.086 1.946 0.194
18 N -0.795 -0.695 1.691
19 O -0.903 -1.596 -1.404

As for the LUMO energy: -1.17 eV. For the HOMO-LUMO gap, the calculation gives 7.458 eV. For the molar mass, the calculation gives 126.16 g mol⁻¹.

Löwdin population analysis, charges in e, atoms 1 to 2: -0.2086 -0.1513

Model Q:
C6H10N2O | wB97M-V/def2-TZVPD

Positions of all 19 atoms, in Å:
1 N 2.077 -1.584 -0.640
2 C 1.084 -0.933 0.459
3 C -0.305 -0.542 -0.028
4 N -1.586 -1.223 0.403
5 C -2.559 -0.326 0.148
6 C -2.009 0.894 -0.451
7 C -0.517 0.674 -0.555
8 C 0.670 1.706 -0.503
9 O 1.118 2.113 0.813
10 H 2.689 -2.385 0.061
11 H 1.656 -2.507 -0.842
12 H 1.326 0.255 0.788
13 H 1.243 -1.736 1.156
14 H -1.828 -2.008 1.120
15 H -3.586 -0.700 0.157
16 H -2.552 1.397 -1.345
17 H 0.563 2.701 -1.266
18 H 1.919 1.353 -0.769
19 H 0.596 2.851 1.294

As for the LUMO energy: 0.66 eV. Its SMILES is NCc1[nH]ccc1CO. For the HOMO-LUMO gap, the calculation gives 8.865 eV. For the molar mass, the calculation gives 126.16 g mol⁻¹.

Löwdin population analysis, charges in e, atoms 1 to 2: -0.0592 -0.1823

Energies relative to the minimum, kJ/mol: model P 850.7; model Q 0.0

Model P:
C5H12N2O | wB97M-V/def2-TZVPD

Positions of all 20 atoms, in Å:
1 C -0.133 0.294 1.450
2 C 2.568 -1.266 -0.161
3 C -1.338 0.725 2.232
4 C 0.536 -0.072 -1.408
5 C 1.394 -0.580 -0.674
6 N -2.219 0.129 -0.593
7 N 0.042 0.305 -2.639
8 O -0.880 0.442 -0.264
9 H -2.586 0.869 -1.188
10 H -2.207 -0.711 -1.169
11 H -0.541 1.133 -2.608
12 H 0.771 0.369 -3.337
13 H 0.695 0.993 1.445
14 H 0.185 -0.725 1.638
15 H 3.495 -0.826 -0.543
16 H 2.572 -2.322 -0.446
17 H 2.596 -1.229 0.939
18 H -1.687 1.716 1.946
19 H -2.165 0.030 2.080
20 H -1.097 0.726 3.301

As for the LUMO energy: 0.89 eV. For the HOMO-LUMO gap, the calculation gives 7.910 eV. For the molar mass, the calculation gives 116.16 g mol⁻¹.

Löwdin population analysis, charges in e, atoms 1 to 2: -0.0063 -0.1405

Model Q:
C5H12N2O | wB97M-V/def2-TZVPD

Positions of all 20 atoms, in Å:
1 C 2.762 0.951 -0.871
2 C 1.659 0.813 0.023
3 N 0.541 0.087 -0.693
4 C -0.775 -0.872 1.429
5 C -0.720 -0.216 0.007
6 C -1.722 -0.956 -0.941
7 N -2.840 -1.054 -0.119
8 O 1.419 1.314 1.197
9 H 2.496 -0.128 0.039
10 H 3.703 1.330 -0.265
11 H 2.753 1.519 -1.826
12 H 0.965 -0.765 -1.088
13 H -1.701 -0.554 1.899
14 H -0.606 -1.958 1.593
15 H 0.100 -0.407 1.887
16 H -1.375 0.672 0.029
17 H -1.443 -1.935 -1.358
18 H -1.750 -0.341 -1.912
19 H -3.730 -0.897 -0.616
20 H -1.892 1.400 -0.155

As for the LUMO energy: -1.65 eV. For the HOMO-LUMO gap, the calculation gives 5.828 eV. For the molar mass, the calculation gives 116.16 g mol⁻¹.

Löwdin population analysis, charges in e, atoms 1 to 2: 0.0611 -0.6164

Model R:
C5H12N2O | wB97M-V/def2-TZVPD

Positions of all 20 atoms, in Å:
1 C 1.867 -1.623 0.459
2 O 1.534 -0.681 -0.567
3 C 0.847 0.461 -0.050
4 C 1.086 1.611 -1.045
5 C -0.689 0.204 -0.029
6 C -1.503 0.834 1.009
7 N -1.017 -0.762 -0.799
8 N -2.365 -1.051 -0.902
9 H 0.953 -2.029 0.975
10 H 2.498 -1.144 1.254
11 H 2.493 -2.361 -0.016
12 H 1.216 0.860 0.921
13 H 2.083 1.593 -1.361
14 H 0.828 2.558 -0.634
15 H 0.593 1.457 -1.971
16 H -1.268 1.930 1.288
17 H -2.562 0.881 0.832
18 H -1.308 0.332 2.005
19 H -2.879 -1.120 -0.018
20 H -2.407 -1.951 -1.350

As for the LUMO energy: 0.91 eV. Its SMILES is CO[C@@H](C)/C(C)=N/N. For the HOMO-LUMO gap, the calculation gives 9.540 eV. For the molar mass, the calculation gives 116.16 g mol⁻¹.

Löwdin population analysis, charges in e, atoms 1 to 2: -0.0983 -0.1771

Energies relative to the minimum, kJ/mol: model P 450.3; model Q 895.4; model R 0.0